# C15H23Cl24N2O6P3S2

A 8-piece molecular cluster, C15H23Cl24N2O6P3S2 overall at a distorted geometry (wB97M-V/def2-TZVPD, the Open Molecules 2025 dataset).

Output
Spin multiplicity: 1
Total charge: 0
E: -14011.2629 a.u.
HOMO-LUMO gap: 0.305 Eh
Highest occupied orbital energy: -8.4750 eV

Element x y z (Å)
C  5.863664  1.597476  0.029429
C  4.980643  2.523949  -0.857355
O  5.543945  3.396915  -1.474032
O  3.598503  2.380146  -1.021489
C  3.028161  2.143895  0.279482
C  1.467688  2.453044  0.327311
P  1.410331  3.720574  1.754064
S  2.213020  5.417560  1.233000
C  0.800998  2.959207  -1.037027
O  1.226113  3.791899  -1.789477
N  -0.474803  2.297311  -1.280826
C  -0.842600  1.560181  -0.066336
P  -1.898857  0.006578  -0.175278
N  -1.849197  -0.648107  1.291666
P  -1.949256  2.762346  0.901199
O  -1.618577  4.191337  0.585118
O  -1.805570  2.370812  2.514911
O  -3.601419  2.595202  0.547218
C  0.558299  1.153056  0.511802
S  1.234418  -0.054452  -0.775275
H  6.840843  2.107054  0.220751
H  5.438917  1.354701  1.031698
H  6.106785  0.628522  -0.475066
H  3.553559  2.842361  0.993000
H  3.263723  1.110217  0.652267
H  2.172928  3.123819  2.817822
H  0.096752  3.907736  2.249533
H  -1.191152  2.900308  -1.689171
H  -1.407549  -0.964941  -1.072698
H  -3.255015  0.258924  -0.501720
H  -2.790269  -0.710582  1.681686
H  -2.114237  3.134279  3.036741
H  -3.907428  1.804185  1.033508
H  0.625761  0.577543  1.459152
H  0.370166  -0.050205  -1.834998
C  1.789911  -3.266794  -3.431728
Cl  1.951660  -1.542192  -3.072277
Cl  1.746063  -4.210703  -1.938314
Cl  0.339997  -3.563173  -4.396892
H  2.655090  -3.578028  -4.007572
C  -4.188498  3.295814  -3.376905
Cl  -4.264570  1.878928  -2.320540
Cl  -2.953640  4.424163  -2.808446
Cl  -3.869556  2.810936  -5.045868
H  -5.150116  3.796874  -3.344419
C  9.623531  0.717252  2.123944
Cl  8.231796  1.263710  3.067485
Cl  10.170777  -0.866622  2.683607
Cl  9.226957  0.666939  0.402511
H  10.431353  1.426976  2.266556
C  -3.256029  -2.377984  4.774621
Cl  -4.156479  -1.601160  3.468551
Cl  -3.872582  -1.857880  6.346303
Cl  -3.333879  -4.135941  4.623708
H  -2.216916  -2.074162  4.698219
C  -1.476669  -1.654744  -7.441604
Cl  -1.317262  -1.035179  -5.794455
Cl  -0.103725  -1.149952  -8.431710
Cl  -1.622946  -3.417192  -7.432168
H  -2.380445  -1.240696  -7.875481
C  -3.757919  -3.804253  -0.897605
Cl  -2.978784  -2.209253  -0.870647
Cl  -2.726336  -5.002224  -0.115781
Cl  -5.343626  -3.739457  -0.117865
H  -3.898225  -4.098430  -1.933745
C  -1.910267  1.155470  8.524425
Cl  -2.792035  2.527371  9.204166
Cl  -1.887173  1.242965  6.759678
Cl  -0.265106  1.093409  9.166154
H  -2.423105  0.243853  8.812936
C  -3.130137  -7.745308  -2.555499
Cl  -2.138237  -6.361410  -3.024398
Cl  -4.843393  -7.397717  -2.818729
Cl  -2.643462  -9.191646  -3.445435
H  -2.978934  -7.929005  -1.496723

Atomic forces in eV per Å
C -0.113 -0.238 0.535
C 1.306 0.985 -1.003
O -0.844 -0.948 0.347
O 1.074 -0.562 1.577
C -0.198 0.248 0.471
C -0.746 -1.229 -0.107
P 0.350 1.316 -0.530
S -0.115 -0.349 0.140
C -0.187 1.255 -0.460
O -0.271 -0.900 0.844
N 1.145 -0.091 1.344
C -1.018 0.104 -0.274
P 0.471 -0.398 3.146
N -0.064 1.327 -0.812
P -1.167 2.259 1.244
O -0.115 -2.122 0.354
O -0.361 0.374 -1.815
O 2.647 -0.925 1.084
C 0.503 0.252 -1.152
S 0.080 -0.459 0.639
H -1.072 -0.235 -0.396
H 0.149 0.121 -0.805
H -0.469 0.799 0.219
H -0.629 -0.531 -0.610
H -0.570 0.699 -0.491
H -0.681 -0.341 -0.542
H 0.502 -0.589 -0.108
H 0.436 -0.055 0.031
H 0.441 1.404 -0.557
H 0.747 0.530 -0.637
H 0.471 -0.137 -0.053
H 0.073 -0.185 -0.143
H -0.169 0.352 -0.194
H -0.519 0.760 -0.528
H 0.267 0.620 0.948
C -0.147 -0.105 0.046
Cl 0.355 -0.482 -0.701
Cl 0.028 0.063 -0.072
Cl 0.206 -0.127 0.103
H -0.083 0.051 0.051
C 0.124 0.057 -0.125
Cl -0.097 0.050 -0.332
Cl -0.113 -0.056 0.024
Cl -0.051 0.024 0.096
H 0.090 -0.062 0.020
C -0.051 -0.096 -0.019
Cl 0.080 0.016 -0.031
Cl 0.003 0.106 -0.020
Cl 0.157 -0.008 0.093
H -0.089 -0.062 -0.015
C 0.078 -0.065 -0.001
Cl -0.204 -0.084 0.172
Cl -0.005 -0.042 -0.033
Cl 0.028 0.124 -0.007
H -0.104 -0.005 -0.035
C 0.109 0.005 0.030
Cl -0.165 0.163 -0.155
Cl -0.105 -0.015 0.043
Cl -0.050 0.062 -0.011
H 0.087 -0.052 0.042
C -0.231 -0.163 0.059
Cl -1.343 -2.680 -0.845
Cl -0.088 0.217 0.222
Cl 0.087 0.016 -0.078
H 0.036 0.014 0.091
C 0.047 0.090 0.012
Cl 0.015 -0.106 -0.029
Cl 0.012 -0.007 0.026
Cl -0.100 -0.042 -0.026
H 0.050 0.081 -0.046
C 0.003 -0.002 -0.084
Cl 0.062 -0.126 -0.247
Cl 0.064 0.020 0.077
Cl -0.020 0.073 0.091
H -0.027 0.042 -0.093

Results of the Mulliken charge analysis, in e, for atoms 1 through 4:
1 C -0.6008
2 C 0.4854
3 O -0.5495
4 O -0.2744

# C13H13DyNO6

C13H13DyNO6 as an isolated structure at a distorted geometry (wB97M-V/def2-TZVPD, the Open Molecules 2025 dataset).

Output
Spin multiplicity: 6
Total charge: +3
E: -1893.1441 a.u.
<S²>: 9.781
HOMO-LUMO gap (spin up / spin down): 0.278 / 0.178 Eh
Highest occupied orbital energy (spin up / spin down): -19.9070 / -19.8761 eV

Element x y z (Å)
C  3.535352  -0.683421  0.787491
C  3.750194  0.569050  -0.142964
C  2.892795  1.794775  0.303855
O  3.053597  2.221034  1.383789
O  1.950129  2.313432  -0.567739
C  0.661503  1.948754  -0.047616
C  -0.368244  1.625648  -1.202484
C  -1.354952  0.581754  -0.606045
C  -2.665024  1.023588  0.018574
O  -3.014998  2.309204  0.042478
C  -3.576448  -0.083268  0.608576
O  -4.738339  0.302606  1.172019
C  -3.171538  -1.591171  0.574448
C  -1.862011  -1.890424  -0.074171
C  -0.964681  -0.853556  -0.648376
C  0.290391  -1.543276  -1.216523
O  1.262275  -1.094154  -1.687508
N  0.057360  -2.955554  -1.094383
C  -1.099370  -3.224352  -0.304464
O  -1.419129  -4.258676  0.126747
H  4.523478  -1.184471  0.856835
H  2.837360  -1.417985  0.341132
H  3.203382  -0.406735  1.807946
H  4.823242  0.852218  -0.094359
H  3.488499  0.336270  -1.198837
H  0.794113  0.977128  0.502374
H  0.252276  2.667713  0.695615
H  0.138390  1.111878  -2.047907
H  -0.898931  2.540201  -1.532689
H  -2.948867  2.691761  -0.859715
H  -4.701852  1.259355  1.387947
H  -3.794243  -2.404751  0.986713
H  0.925574  -3.352902  -0.714569
Dy  -1.861283  -0.181673  2.443809

Atomic forces in eV per Å
C 0.165 0.084 -0.203
C 0.729 -1.098 0.068
C -0.556 -0.425 -3.773
O 0.394 0.959 2.289
O 1.022 -0.714 1.044
C -1.615 -1.300 0.221
C -0.143 -0.452 0.783
C -0.922 -1.089 0.705
C 1.690 -4.784 -0.752
O -0.361 -0.251 -0.073
C 1.426 -0.597 -2.416
O 1.270 -0.247 0.458
C 2.101 3.039 -1.534
C -0.129 2.836 -0.317
C -3.266 1.122 1.814
C -2.821 -2.137 0.576
O 1.708 1.643 -0.444
N 0.244 1.885 1.526
C 0.074 1.474 -0.535
O -0.526 -1.617 0.813
H -0.618 0.277 0.144
H 0.293 0.633 0.191
H 0.344 -0.217 -0.520
H -0.699 0.241 0.052
H -0.160 0.569 0.537
H -0.057 0.630 -0.403
H 0.460 0.031 -0.687
H -0.163 0.643 0.476
H 0.514 -0.525 0.029
H -0.225 0.108 0.515
H -0.575 -0.207 -0.491
H 0.077 0.639 -0.253
H -0.442 -0.843 -0.798
Dy 0.769 -0.309 0.957

Results of the Mulliken charge analysis, in e, for atoms 1 through 4:
1 C -0.7469
2 C -0.2638
3 C 0.4980
4 O -0.0372

# C3H13NO3

A 4-piece molecular cluster, C3H13NO3 overall at a distorted geometry (wB97M-V/def2-TZVPD, the Open Molecules 2025 dataset).

Output
Spin multiplicity: 1
Total charge: 0
SMILES: C/C=C/N.O.O.O
E: -402.5590 a.u.
HOMO-LUMO gap: 0.326 Eh
Highest occupied orbital energy: -8.0973 eV
Energy relative to the best compared isomer or geometry (same formula, charge and spin): 13.47 kcal/mol

Element x y z (Å)
C  2.020496  0.444448  1.747169
C  1.492560  -0.184896  0.495401
C  0.705601  -1.267153  0.519994
N  0.088704  -1.828028  -0.591448
H  3.062532  0.724499  1.601333
H  1.761075  -0.160175  2.617298
H  1.528304  1.399784  1.994565
H  1.821888  0.163934  -0.477203
H  0.492561  -1.742882  1.473611
H  0.100872  -2.817778  -0.605691
H  0.060868  -1.385429  -1.500563
H  -0.181885  0.856717  -1.551228
H  -0.540496  1.206951  -2.957135
O  -0.248121  0.466318  -2.424063
H  -1.573631  -0.940496  0.407213
H  -2.818643  -0.283807  -0.165407
O  -2.305435  -0.366021  0.627291
H  -0.937943  2.880388  0.551195
H  -1.081036  1.403387  0.694895
O  -0.898849  2.066034  0.017920

Atomic forces in eV per Å
C -0.709 0.862 -0.258
C -0.245 -0.664 0.213
C 0.861 0.865 -0.282
N -0.635 -0.052 0.268
H 0.217 -0.441 0.534
H 0.700 -0.277 0.001
H -0.038 -0.048 -0.419
H -0.100 0.337 0.053
H -0.167 -0.100 -0.064
H -0.126 -0.786 -0.194
H 0.403 0.190 0.248
H -0.040 0.286 0.585
H -0.087 0.030 -0.250
O 0.073 -0.182 -0.275
H 0.339 -0.473 -0.435
H -0.305 0.062 -0.658
O -0.086 0.364 1.090
H 0.151 -0.212 -0.634
H -0.266 -0.609 -0.239
O 0.062 0.849 0.716

Results of the natural (NBO) charge analysis, in e, for atoms 1 through 4:
1 C -0.6337
2 C -0.2701
3 C -0.0358
4 N -0.8647

# C33H51BClN5O5

A 2-piece molecular cluster, C33H51BClN5O5 overall at a distorted geometry (wB97M-V/def2-TZVPD, the Open Molecules 2025 dataset).

Output
Spin multiplicity: 1
Total charge: 0
E: -2422.0885 a.u.
HOMO-LUMO gap: 0.155 Eh
Highest occupied orbital energy: -7.2201 eV

Element x y z (Å)
C  2.133241  -4.280753  4.285169
O  3.503865  -3.747682  4.267452
B  3.775695  -2.990016  3.004312
O  4.263408  -3.782426  1.859384
C  3.548246  -1.365133  3.059786
Cl  4.286762  -0.801773  4.706546
N  2.058298  -1.109586  3.176749
C  1.663098  0.083348  2.332020
N  1.007607  1.204339  2.857095
N  1.914448  0.105448  0.840944
C  3.352916  -0.336547  0.504919
C  3.986022  0.937003  -0.368485
C  2.878557  1.712424  -1.294754
C  2.183491  3.028508  -0.552858
C  0.526318  2.839543  -0.492547
C  -0.206608  3.826912  0.591341
C  -1.533906  3.199286  1.320401
C  -2.447351  2.217231  0.376150
C  -3.996514  2.291102  0.993819
C  -5.091738  1.600532  -0.064275
C  -6.651267  1.701473  0.491145
C  -7.095801  0.210156  1.032204
C  -8.708501  -0.083952  0.979710
N  -8.852390  -1.607123  0.777980
C  -8.048166  -2.700821  1.511451
C  -8.429493  -4.219147  1.012756
C  -9.578510  -3.882220  -0.110877
C  -9.810722  -2.234345  -0.235046
C  3.205346  -1.715520  -0.367396
O  2.608455  -1.517073  -1.721674
C  1.300446  -2.186387  -1.826902
C  1.013533  -3.794539  -1.662797
C  -0.543479  -4.384096  -1.761612
C  -1.813631  -3.327466  -2.020373
C  -1.557530  -1.702018  -2.214238
C  -0.004014  -1.178887  -2.108677
C  4.289031  -0.508398  1.876052
C  5.834501  -0.992601  1.543038
O  6.713549  -1.264443  2.547667
O  6.404278  -1.115718  0.172760
H  1.840419  -4.868702  3.316489
H  1.336660  -3.452576  4.531582
H  2.090584  -5.064717  5.181178
H  3.424682  -4.240410  1.499721
H  1.527451  -1.952578  2.808285
H  0.118606  1.018756  3.371061
H  1.388914  2.167700  2.649302
H  1.216056  -0.556168  0.434189
H  4.835501  0.538625  -1.097895
H  4.526226  1.732512  0.338387
H  3.480504  2.168285  -2.219416
H  2.047396  1.030875  -1.757192
H  2.352662  4.014771  -1.203457
H  2.620910  3.221634  0.523971
H  0.201736  1.723901  -0.348937
H  0.138166  3.160698  -1.574874
H  -0.516315  4.840211  0.087706
H  0.595775  4.092420  1.418599
H  -2.231783  4.124317  1.606433
H  -1.325789  2.639335  2.331666
H  -2.433970  2.519929  -0.754383
H  -2.121926  1.083964  0.460939
H  -4.097864  1.703246  2.020650
H  -4.347097  3.422115  1.105035
H  -5.030158  2.095192  -1.129450
H  -4.730427  0.479871  -0.203747
H  -6.743656  2.532823  1.337113
H  -7.380655  1.964007  -0.415506
H  -6.581943  -0.587968  0.326288
H  -6.766661  0.128200  2.155480
H  -9.219280  0.144270  2.031970
H  -9.278396  0.525315  0.150938
H  -7.213846  -2.448480  2.326382
H  -7.991847  -5.272867  1.340780
H  -10.126912  -4.737178  -0.729612
H  -10.554075  -1.670529  -0.978609
H  2.501216  -2.439094  0.269493
H  4.198466  -2.309997  -0.539257
H  1.907327  -4.552266  -1.442311
H  -0.749153  -5.545936  -1.607457
H  -2.926107  -3.700607  -2.062142
H  -2.393332  -0.899423  -2.380811
H  0.179079  -0.007656  -2.243595
H  4.400256  0.604438  2.295568
C  6.670411  2.386771  -5.765107
C  7.400269  2.895754  -4.528899
C  6.672885  2.571147  -3.224434
C  5.390302  3.277814  -3.108984
N  4.374632  3.832236  -3.018517
H  5.698034  2.874107  -5.885593
H  7.261105  2.595915  -6.662761
H  6.510136  1.305503  -5.708993
H  7.552216  3.977904  -4.619498
H  8.394953  2.434762  -4.498933
H  7.313750  2.859371  -2.382920
H  6.512412  1.489821  -3.144255

Atomic forces in eV per Å
C -0.421 -0.968 1.257
O -1.611 1.221 -3.072
B 1.279 -2.842 1.096
O -3.511 1.452 1.422
C 1.454 0.636 -0.255
Cl -0.663 -0.358 -1.490
N -1.432 1.396 -2.243
C -0.212 0.165 -1.717
N 1.361 -2.696 -0.976
N 1.219 -0.309 4.319
C 1.188 -0.026 -1.016
C 0.255 -0.085 -0.943
C 0.560 1.335 -0.538
C -1.102 -0.134 -0.531
C -0.029 0.698 -0.851
C 0.383 -0.228 0.397
C -0.730 0.590 -0.366
C -0.943 -0.153 1.168
C -0.781 -0.137 -1.394
C 0.552 0.095 0.340
C 0.013 -0.742 -0.475
C -0.311 0.741 -0.130
C 0.376 -0.538 1.223
N -0.834 -3.994 -1.266
C -1.602 -2.137 -1.941
C -2.218 6.324 -1.810
C 1.727 2.902 1.817
C 2.655 -4.368 2.326
C 0.666 -1.283 0.969
O -3.049 -1.947 1.464
C -3.737 -0.512 -0.277
C -2.652 2.100 -0.380
C 0.486 4.420 -0.271
C 3.417 1.529 0.168
C 4.364 -3.107 1.040
C -0.950 -2.790 0.351
C -0.484 1.003 -0.336
C 7.523 -2.121 -1.662
O -5.894 1.549 -4.052
O -4.610 1.118 6.315
H 0.567 1.125 1.564
H 1.503 -1.449 -0.563
H 0.084 1.733 -2.015
H 2.082 0.607 0.716
H 0.773 1.364 0.310
H 1.681 0.577 0.386
H -1.350 -1.542 -0.560
H 0.186 0.799 0.167
H -1.801 0.480 1.914
H -1.311 -1.848 -1.332
H -1.592 -1.352 2.265
H 1.668 1.109 1.158
H -0.086 -2.223 1.524
H -0.791 -0.480 -2.012
H 0.784 2.102 -0.049
H 0.760 -0.841 2.276
H 0.674 -2.000 0.934
H -1.604 -0.368 -1.525
H 1.540 -2.026 -0.507
H -0.175 1.053 -1.936
H -0.049 -0.421 2.200
H -0.430 2.301 -0.278
H 0.368 1.430 -2.068
H 0.946 -2.384 0.035
H 0.034 -0.767 2.176
H -1.053 2.179 0.273
H 0.165 -1.806 -1.887
H 1.656 -0.370 1.990
H -1.051 1.602 1.727
H -0.377 -0.205 -2.276
H 1.128 -0.250 -2.340
H 1.226 -1.564 1.471
H -2.282 -0.283 -2.155
H -1.071 2.833 -0.726
H 1.216 2.385 1.411
H 2.087 -1.181 2.149
H 1.270 1.514 -1.380
H -1.571 1.708 0.601
H -2.168 1.923 -0.616
H 0.528 2.914 -0.431
H 2.567 0.619 0.092
H 1.695 -1.947 0.334
H -0.246 -2.910 0.321
H -0.243 -2.297 -0.802
C -0.029 0.040 -0.139
C 0.148 0.030 -0.438
C 0.315 0.060 0.151
C -0.955 0.611 0.081
N 1.529 -0.416 -0.335
H 0.069 -0.077 0.035
H -0.119 -0.057 0.101
H -0.001 0.104 -0.016
H -0.010 -0.150 0.130
H -0.168 0.094 0.165
H -0.281 -0.041 0.002
H -0.139 0.163 0.047

Results of the Mulliken charge analysis, in e, for atoms 1 through 4:
1 C -0.6226
2 O -0.5090
3 B 0.5685
4 O -0.4841